[1]
Molecular formula: C19H17Cl3FN4O5PbSSi
Method: DFT, wB97M-V/def2-TZVPD

Properties
E_HOMO (spin up / spin down) in eV: -1.89 / -2.09
Electronic energy in eV: -100428.2010
Total charge: -2
Multiplicity: 2
Energy relative to the best compared isomer or geometry (same formula, charge and spin) in eV: 0.072

CARTESIAN COORDINATES (ANGSTROEM)
N 2.84763 2.52281 3.03038
C 0.96611 -3.17478 1.20420
H -1.98916 2.57729 3.24674
C 1.20984 -1.68271 3.24379
H 1.62915 -6.53425 0.93712
Cl -3.62917 -0.58500 -2.63126
O 4.45494 0.61797 2.01225
O 4.49863 4.20566 6.33445
C 3.40123 0.73837 1.36690
C 1.13493 -4.48418 0.61082
H 0.42302 4.79725 -0.34368
H 2.08059 -6.25130 3.35044
C 2.16400 2.46146 4.22423
C 0.84866 -4.65914 -0.84536
C 1.65934 -4.14173 3.35051
C -0.13179 4.40109 0.49363
H 1.28611 -5.58946 -1.21340
F 5.89027 4.27438 3.88991
H 4.56927 3.06303 2.00685
C -1.06269 2.39134 1.34815
H 1.23973 -3.81668 -1.41773
H 0.32627 -1.12929 2.92400
C -1.48292 3.13111 2.46911
S -1.36198 0.71200 1.20210
N -0.38847 3.07287 0.37114
H -1.56430 5.00659 3.47974
C 4.05724 3.69800 5.31792
C 1.77685 -5.39740 2.75467
C 2.37858 1.76376 1.86005
C 4.08716 3.09032 2.97349
C 4.68158 3.67885 4.01536
H -0.29731 6.18156 1.62684
H 2.32383 3.03306 6.16951
Cl -3.16564 -2.67040 -0.07942
C -1.23651 4.47316 2.59687
H 2.15225 2.45980 1.05091
H -0.22582 -4.67730 -1.03918
Cl -1.84904 -3.30816 -3.07366
C 1.27017 -3.03841 2.61840
H 1.88252 -4.02340 4.40580
N 0.53465 -2.15914 0.50779
H 1.22750 -1.75132 4.33249
O 1.07364 1.96099 4.37829
N 2.82520 3.06653 5.29279
O 0.04534 2.45612 -0.68421
Pb 0.41609 -0.31726 -0.68667
C 1.52034 -5.55512 1.39260
Si -2.06654 -1.69927 -1.64321
C -0.53862 5.12930 1.57825
H 1.45003 1.26824 2.13971
O 3.04016 0.16822 0.31206
H 2.07442 -1.09208 2.92866

[2]
Molecular formula: C5H9NO
Method: DFT, wB97M-V/def2-TZVPD

Properties
E_HOMO in eV: -10.03
Electronic energy in eV: -8864.2812
Total charge: 0
Energy relative to the best compared isomer or geometry (same formula, charge and spin) in eV: 4.931

CARTESIAN COORDINATES (ANGSTROEM)
N 0.86365 -2.04592 -1.83253
H 0.94739 1.29890 1.15609
H -1.67954 0.10551 -1.26373
H 0.06284 -1.64148 1.67249
H 1.85696 0.98573 -0.34256
H -0.56049 1.76754 -1.17353
C -0.92727 0.64890 -0.65999
H -0.99349 -0.21104 1.81810
C 0.54453 -1.28164 -1.02434
H -0.17583 1.11836 -1.77703
C 1.31537 0.51721 0.48697
C -0.62116 -0.97917 1.13498
H 2.01175 -0.12840 1.02883
O -1.29776 1.70716 0.02919
H -1.46595 -1.57310 0.77189
C 0.11898 -0.28855 -0.02482

[3]
Molecular formula: C37H30Cl3FeN3OP2S2Si
Method: DFT, wB97M-V/def2-TZVPD

Properties
E_HOMO (spin up / spin down) in eV: -4.19 / -4.75
Electronic energy in eV: -165463.1737
Total charge: -1
Multiplicity: 6
Energy relative to the best compared isomer or geometry (same formula, charge and spin) in eV: 0.000

CARTESIAN COORDINATES (ANGSTROEM)
C 0.09541 -0.94390 5.56467
C -5.17098 0.31090 -0.96250
C 0.86180 -4.37178 0.55169
C -0.39734 2.61568 -4.40775
C 2.87706 0.90046 -3.07768
C -0.16841 3.98256 -4.30490
C 3.64593 -3.51274 -2.23713
H -2.28673 -0.07635 7.78199
C -0.46049 -4.67665 0.26880
Si 1.60543 1.56121 3.40371
C -4.80899 1.59989 -0.59304
H 2.79381 -5.04466 -3.47763
C 1.14757 -3.16367 1.16537
C -4.19213 -0.64440 -1.19100
H -4.47157 -1.65784 -1.45130
C -3.47056 1.93312 -0.45107
C 3.41995 -2.32598 -1.55726
C -2.48668 0.97870 -0.68531
H 1.09560 -1.35110 5.48731
S -0.48199 2.51091 1.14851
H -2.07099 -1.04687 -1.20261
H 0.00834 -1.07452 7.70123
C -2.11018 -1.66056 1.82574
H -3.18359 2.92889 -0.13319
C 1.35952 -3.52704 -2.98385
H -2.22840 1.35770 2.95443
C 2.64477 1.07882 -1.71806
C -2.85245 -0.30878 -1.05874
H 3.57025 1.79389 -4.89830
C -0.50926 -0.78215 6.79784
H -0.04441 4.57989 -5.20014
H 4.08119 3.97171 -3.84063
C 3.68229 3.15937 -3.24519
C 2.61530 -4.11426 -2.95191
H -6.21785 0.04862 -1.05536
H 0.09905 5.64166 -2.97196
H 1.66643 -5.04277 0.28265
H 4.62504 -3.97517 -2.20647
N -1.63572 -0.44174 2.08356
C -0.55122 1.85191 -3.26304
H 0.55123 -3.99872 -3.52969
H 3.67311 4.29089 -1.41771
N -0.48423 -0.59957 4.41538
C 0.18674 0.00600 -0.44613
Fe 0.31314 0.02320 1.81393
C -2.39277 0.12233 5.64874
H -0.71506 -5.60486 -0.22865
H 2.16393 -2.85942 1.37844
C 3.39580 1.93877 -3.83890
O -3.23786 -2.10419 2.06290
C -0.24368 3.81269 -1.90674
C 1.13305 -2.33946 -2.29944
P 1.82126 -0.18043 -0.69266
S 2.79297 -0.26683 1.08802
C -1.71450 -0.08098 4.45147
N 0.20027 -2.28973 1.50052
H 2.75546 2.44444 -0.06382
H 2.65098 -0.04915 -3.54875
H -0.44988 2.14488 -5.38201
C -1.44890 -3.78437 0.64413
C -2.33696 0.28096 3.11612
Cl 2.73092 3.17384 2.65475
C 3.45415 3.33961 -1.88679
C 2.93711 2.30527 -1.12397
H -5.57272 2.34364 -0.40041
H -2.50263 -3.97544 0.49619
H -3.38906 0.54560 5.63166
H 0.15202 -1.87781 -2.27745
C -0.09010 4.57837 -3.05600
H 4.21265 -1.86313 -0.98098
H -0.16849 4.26475 -0.92508
C -1.07474 -2.60176 1.26342
Cl 0.46168 2.53805 4.89646
Cl 3.08525 0.54798 4.54219
H -3.40132 0.03621 3.12937
P -0.72240 1.40489 -0.52610
C 2.16024 -1.73377 -1.58743
C -0.47789 2.44764 -2.00520
H -0.72361 0.78341 -3.33770
C -1.77995 -0.22677 6.83644

[4]
Molecular formula: C6H16N
Method: DFT, wB97M-V/def2-TZVPD

Properties
E_HOMO in eV: -13.54
Electronic energy in eV: -7963.1626
Total charge: +1
Energy relative to the best compared isomer or geometry (same formula, charge and spin) in eV: 2.270
SMILES: CCCCCC[NH3+]

CARTESIAN COORDINATES (ANGSTROEM)
H -1.19168 0.37059 -3.61236
C -1.52677 -0.33370 -1.64011
H -0.01280 0.86231 -2.47102
H 1.39022 -0.52537 -0.56726
C 1.75296 0.07303 2.52212
C 0.37326 -0.48032 -0.03620
H 2.30092 0.30310 3.50771
C -0.79114 -1.17257 -0.67285
H -0.71579 1.59331 0.42166
H -1.96520 0.69382 -1.37690
H -1.44766 -1.54926 0.14835
H -0.37018 0.18507 2.74736
H 0.54832 1.92538 2.74340
C 0.48943 0.85260 2.26985
N -0.67309 0.14796 -2.79160
C 0.21951 0.91806 0.63158
H -0.10212 -0.66359 -3.17533
H 1.61091 -1.02149 2.73643
H 1.17922 1.42990 0.52242
H 2.67958 0.26679 1.82616
H 0.67844 -1.09612 0.82856
H -2.43912 -0.83206 -2.03973
H -0.53496 -2.12073 -1.14452

[5]
Molecular formula: C17H22N2O2
Method: DFT, wB97M-V/def2-TZVPD

Properties
E_HOMO in eV: -7.68
Electronic energy in eV: -25063.3835
Total charge: 0
Energy relative to the best compared isomer or geometry (same formula, charge and spin) in eV: 0.101
SMILES: CC(C)CC(=O)Nc1cc2c3c(c1)[C@@H](C)C(=O)N3CCC2

CARTESIAN COORDINATES (ANGSTROEM)
C -0.78697 1.14127 1.50183
C -0.19338 -4.61785 -4.35132
C -0.72663 0.14756 0.55134
O -1.66892 3.38802 4.11707
H -1.55897 -0.50616 0.35754
H 0.55665 -4.21870 -5.03207
H 0.98294 -2.26795 -3.29906
C 0.31160 -2.83808 -2.65280
H 0.96373 4.74705 2.47970
O -1.38473 -2.08341 -1.11894
H -1.92138 -1.68578 -3.74547
H -2.73923 1.95202 1.94414
H 0.90100 -3.60821 -2.14594
H -0.77634 -2.00449 -5.05577
C 0.31738 1.95986 1.71573
H -1.51874 -3.92837 -2.80386
H 3.59316 2.27408 1.26666
H 3.22306 3.95137 3.10673
C -2.29155 0.46218 3.42793
H 2.60488 3.63501 0.73396
H 2.57325 2.35621 3.50945
H 2.47380 0.67660 -0.48888
C -1.85668 1.56663 2.46442
H 0.27442 -5.37967 -3.73140
C 2.45616 3.21970 2.85110
N 0.61211 -0.98403 -1.15862
H -2.27634 -2.92737 -4.94470
C -1.48224 -2.46340 -4.36500
H -2.80614 -0.32772 2.88718
C 2.62640 2.76392 1.39631
C -1.19276 2.72684 3.22379
H -2.95809 0.87620 4.18034
H 0.92897 4.10471 4.13438
H -0.97292 -5.09117 -4.94304
C 1.56236 0.82435 0.07472
N 0.06248 2.88266 2.71166
H -1.42385 0.03530 3.92659
C -0.78316 -3.50284 -3.49300
C 1.50968 1.82847 1.02953
C 1.07573 3.83800 3.08468
C -0.27160 -1.93917 -1.57122
H 1.51805 -0.98108 -1.60652
C 0.46284 -0.00259 -0.16915

[6]
Molecular formula: C10H15CaO10
Method: DFT, wB97M-V/def2-TZVPD

Properties
E_HOMO in eV: 1.33
Electronic energy in eV: -49528.8661
Total charge: -3
Energy relative to the best compared isomer or geometry (same formula, charge and spin) in eV: 1.175

CARTESIAN COORDINATES (ANGSTROEM)
C 0.04063 -11.20345 -1.30247
C -5.24420 -11.29837 3.68167
H -2.66837 -15.54788 3.61269
Ca -3.50969 -13.37201 0.14101
C -3.64488 -15.96419 -1.66341
H -7.72227 -12.10133 -2.57288
C -5.85187 -11.46532 -1.88029
H -0.11181 -10.80393 -2.30508
H 0.30380 -10.29517 -0.76037
C -4.45610 -11.89772 2.47791
O -4.34862 -15.16865 -0.97562
C -1.20228 -11.94565 -0.93072
C -6.70509 -12.06730 -2.96311
O -5.18200 -12.18026 -1.03992
C -1.87934 -16.20045 3.23895
H -3.74459 -17.27642 -3.40225
C -4.33603 -16.98906 -2.53293
O -3.90775 -11.07095 1.69849
O -1.21953 -13.16474 -0.79351
O -4.38643 -13.10472 2.25627
O -0.21280 -16.07402 1.42744
H -6.25464 -11.70633 3.65573
O -2.41019 -15.92316 -1.66701
C -1.34589 -15.78699 1.88065
H -5.31667 -16.73786 -2.93709
H -6.39511 -13.06725 -3.26660
O -5.72706 -10.25092 -1.98734
O -2.30573 -11.44011 -0.78706
H -5.43254 -10.22510 3.70870
H -4.89880 -11.69876 4.63482
H -0.97126 -16.17007 3.84109
H -4.65464 -17.85921 -1.95898
H -2.33275 -17.18251 3.10454
H 0.93230 -11.73592 -0.97154
O -1.98429 -14.92777 1.27433
H -6.79990 -11.47881 -3.87568

[7]
Molecular formula: C5H7N2
Method: DFT, wB97M-V/def2-TZVPD

Properties
E_HOMO in eV: -13.83
Electronic energy in eV: -8267.6509
Total charge: +1
Energy relative to the best compared isomer or geometry (same formula, charge and spin) in eV: 5.126

CARTESIAN COORDINATES (ANGSTROEM)
H 0.97097 -1.36366 -1.48318
H -1.33227 -0.02992 1.21092
N -0.23236 1.62896 0.96087
C -0.41137 -0.00014 -0.65408
C -0.33854 0.16499 0.85545
C 0.14914 -1.37098 -0.76011
H -0.63326 -2.19900 -0.80237
C -0.41348 2.19349 -0.19952
H 1.60948 -0.70858 0.58527
H 0.00687 2.29711 1.66297
H -0.24500 1.53622 -2.14797
N -0.45116 1.17775 -1.22650
C 0.62154 -1.20633 0.70925
H 0.69943 -2.11992 1.28901

[8]
Molecular formula: C19H25N3O5S
Method: DFT, wB97M-V/def2-TZVPD

Properties
E_HOMO in eV: -8.58
Electronic energy in eV: -45652.6436
Total charge: 0
Energy relative to the best compared isomer or geometry (same formula, charge and spin) in eV: 1.101
SMILES: CCOC(=O)CSc1nnc([C@H](Cc2ccccc2)NC(=O)OC(C)(C)C)o1

CARTESIAN COORDINATES (ANGSTROEM)
H -1.11339 -4.45425 -2.34292
H -2.03822 1.96937 -3.54207
H -3.56236 2.63413 -1.65822
H -2.22627 3.51923 -0.90434
H 2.14750 -3.45828 2.18504
C 0.60859 0.75181 0.91880
C 0.67773 -4.11658 5.15219
C -1.37207 -1.80092 -2.97352
C -2.05363 -2.57588 -1.84598
H 0.43957 -4.94532 5.80184
H 1.92847 0.03991 3.13587
H -2.70556 -4.21997 -3.07888
H -3.40455 -0.97424 -1.31917
H 0.08290 -2.45738 1.27926
H -2.14274 1.76179 -1.05450
C 1.58728 -0.82388 2.56273
O 1.35374 0.59408 -0.20329
C 1.39687 1.85271 -0.68260
H 2.35932 -1.09457 1.83978
C 1.62972 -3.27702 3.11721
H -0.15775 -2.64402 6.46178
C 0.31605 -0.41421 1.79480
H 0.38800 -0.75538 4.98139
C 1.29647 -1.97785 3.47982
O -0.36767 5.09330 -2.61521
C 0.64821 -1.76270 4.69023
C -3.45415 -2.03006 -1.57009
H -0.46360 -0.09803 2.50267
H -1.94151 -1.91556 -3.89157
C -2.48350 2.67368 -1.53755
C 0.17917 4.02494 -2.58478
H 1.95269 4.47047 -1.47692
H -2.56907 -4.61431 -1.35894
C -2.11545 -4.06641 -2.18054
C 1.67995 3.89656 -2.36243
H 1.59164 -5.34540 3.65682
N -0.13646 -1.52020 0.97988
H -3.90770 -2.56764 -0.74003
H -0.36473 -2.18005 -3.13256
O -0.39976 2.85142 -2.76997
C -0.96251 -1.34043 -0.07912
N 0.77740 2.69789 0.08131
N 0.27609 1.98238 1.10816
O -1.24558 -2.52118 -0.64137
C -1.82580 2.82670 -2.89950
H -4.07506 -2.15503 -2.45271
O -1.35394 -0.25508 -0.44059
C 1.32364 -4.34086 3.94921
S 2.23216 2.18243 -2.15112
H 2.21124 4.29122 -3.22886
H -1.31257 -0.74522 -2.72382
C 0.34242 -2.82440 5.52194
H -2.14743 3.75223 -3.38815

> Among the records above, which one has the lowest total charge?

C10H15CaO10